No. 1
A structure of composition C39H29BrF4N12O3SiSr in a non-equilibrium geometry, computed with ωB97M-V/def2-TZVPD.

```
90
Properties=species:S:1:pos:R:3
Sr -0.36090 -0.80710 -0.64449
Br 5.54048 -3.02177 4.20092
C 3.96417 -2.55425 3.25378
C 2.73192 -2.98652 3.70908
C 1.59342 -2.63860 2.99776
C 1.68068 -1.86566 1.84453
O 0.56440 -1.52227 1.09050
C 2.91161 -1.39412 1.42289
C 3.16841 -0.41433 0.32517
N 2.35637 0.32576 -0.29859
C 2.94882 1.44007 -0.99640
C 4.09173 2.05317 -0.48171
C 4.69852 3.11944 -1.11159
C 4.12957 3.61772 -2.28688
C 2.96451 3.08665 -2.79302
C 2.23533 3.74934 -3.89966
C 1.10474 3.26936 -4.41156
C 0.61091 1.95299 -3.94048
N 1.24272 1.47933 -2.70877
C 2.34977 1.98025 -2.14863
C 4.05249 -1.76495 2.12983
H 2.65425 -3.58871 4.60303
H 0.62630 -2.96249 3.35894
H 4.23800 -0.28730 0.14192
H 4.48533 1.71714 0.47299
H 5.57346 3.58675 -0.67518
H 4.55877 4.49151 -2.77185
H 2.63765 4.69788 -4.24580
H 0.53481 3.78938 -5.17305
H 0.69603 1.17920 -4.71101
H 5.01735 -1.40243 1.79409
N 1.00199 1.07369 2.62077
N 1.84694 2.11651 3.00818
C 2.14926 3.19321 2.23571
N 3.15805 3.96406 2.68445
N 1.39554 3.34281 1.17143
N 1.65215 4.45372 0.37126
O 2.48534 5.32783 0.69204
O 0.94770 4.54835 -0.59456
H 0.95707 1.03135 1.60899
H 0.06804 1.28818 2.94523
H 2.51358 1.83982 3.70589
H 3.68769 3.70115 3.49219
H 3.38445 4.76039 2.10548
C -2.11531 -2.36235 -0.30813
Si -1.11099 -2.16794 1.35966
C -2.05073 -2.35567 3.05185
C -0.43168 -4.04131 1.06785
C 0.39401 -4.26729 -0.05961
C 0.65180 -5.53531 -0.55999
C 0.09438 -6.65391 0.05934
C -0.71851 -6.47813 1.16747
C -0.98757 -5.19049 1.65066
H -3.10000 -2.64304 0.07726
H -1.82677 -3.16612 -0.98571
H -2.30566 -1.42625 -0.84893
H -1.96171 -3.32725 3.54567
H -3.11184 -2.18649 2.84205
H -1.74769 -1.58246 3.76093
H 0.85152 -3.42338 -0.59169
H 1.27174 -5.64549 -1.44247
H 0.28651 -7.64752 -0.32759
H -1.16063 -7.33838 1.65486
H -1.65519 -5.10095 2.49827
N 1.35826 -1.82208 -3.99485
C 0.86913 -1.44215 -3.00017
C -1.76876 -0.23200 1.23469
H -2.83378 -0.32861 1.02694
H -1.38670 0.52295 0.53632
H -1.75512 0.24128 2.21722
F -1.96641 2.53500 -0.57870
C -3.03608 1.90058 -1.09862
C -4.06649 1.62175 -0.21491
F -3.86194 1.96646 1.07409
C -5.27384 1.04328 -0.58764
C -5.32481 0.76008 -1.95379
C -4.29080 1.02407 -2.83225
F -4.46866 0.64924 -4.11145
C -3.08608 1.61059 -2.45758
C -2.01488 1.94544 -3.43323
C -0.66593 1.75720 -3.15509
N -0.05855 1.30630 -2.08985
C -2.31836 2.47445 -4.71865
N -2.55993 2.93178 -5.75872
F -6.42042 0.16888 -2.46688
C -6.36331 0.75772 0.35097
C -6.25876 0.97990 1.75859
N -6.23935 1.13000 2.90947
C -7.63441 0.24022 -0.05275
N -8.68912 -0.16911 -0.30876
```

As for the total energy: -5679.89960 hartree. The value obtained for the energy above the lowest of the compared OMol25 structures with the same formula, charge and spin is 112.8 kcal per mole. For the lowest unoccupied orbital energy, the calculation gives 0.1098 Ha. The HOMO energy is -0.063 hartree. The charge is -2.

Results of the Mulliken charge analysis, in e, for atoms 1 through 4:
1 Sr 1.15
2 Br -0.23
3 C -0.34
4 C -0.92

***

No. 2
A cluster of 2 separate species, C10H12N2O2 in total in a non-equilibrium geometry, computed with ωB97M-V/def2-TZVPD.

```
26
Properties=species:S:1:pos:R:3
C 3.29205 -0.26521 0.83933
C 3.12675 0.99297 0.19500
C 2.24027 -1.18300 0.85596
C 1.98876 1.24072 -0.44232
C 1.11389 -0.97207 0.10586
C 0.95670 0.28761 -0.55342
C -2.68219 1.02388 -1.27248
C -1.26767 1.57621 -1.34804
C -2.90179 -0.50290 -1.17576
C -0.22402 0.55362 -1.27247
N -1.70076 -1.28816 -1.20639
N -0.37530 -0.75273 3.03106
O -1.54043 -2.09902 -2.10277
O -3.65043 1.73194 -1.25901
H 4.26309 -0.42568 1.54169
H 3.84143 1.80262 0.20569
H 2.33725 -2.14472 1.29915
H 1.99741 2.13988 -0.93563
H 0.33464 -1.85395 -0.00790
H -1.38325 2.11641 -2.32305
H -1.36605 2.41507 -0.51541
H -3.62458 -0.55675 -0.26004
H -3.61436 -0.65697 -2.09581
H -0.76952 -1.26606 3.80668
H 0.56419 -0.99784 2.69710
H -0.95608 -0.91589 2.19298
```

As for the total energy: -647.97200 hartree. The value obtained for the energy above the lowest of the compared OMol25 structures with the same formula, charge and spin is 170.2 kcal per mole. For the lowest unoccupied orbital energy (spin up / spin down), the calculation gives -0.0276 / -0.0445 Ha. The HOMO energy (spin up / spin down) is -0.284 / -0.297 hartree.

Results of the Mulliken charge analysis, in e, for atoms 1 through 4:
1 C -0.50
2 C -0.38
3 C -0.64
4 C -0.70

***

No. 3
An isolated molecule of C4H9NO2 in a non-equilibrium geometry, computed with ωB97M-V/def2-TZVPD.

```
16
Properties=species:S:1:pos:R:3
C 1.50047 0.18783 -1.32811
C 0.29594 0.46894 -0.38446
C -0.69719 1.09018 -1.56113
O -1.07955 2.17451 -1.39810
N -0.37922 -0.66156 0.41115
C -0.07160 -0.73204 1.85946
O 0.18842 -2.10838 2.13628
H 1.45778 0.78271 -2.32134
H 2.46368 0.45189 -0.89137
H 1.55452 -0.94918 -1.49282
H 0.55688 1.31357 0.30832
H -0.78788 0.41396 -2.34959
H -1.35810 -0.69892 0.25528
H 0.83292 -0.28837 2.14998
H -0.87017 -0.38438 2.62445
H -0.23177 -2.62887 1.41906
```

As for the total energy: -362.96259 hartree. The value obtained for the energy above the lowest of the compared OMol25 structures with the same formula, charge and spin is 77.1 kcal per mole. For the lowest unoccupied orbital energy, the calculation gives 0.0315 Ha. The HOMO energy is -0.337 hartree. As for the SMILES: C[C@@H](C=O)NCO.

Results of the Mulliken charge analysis, in e, for atoms 1 through 4:
1 C -1.19
2 C 0.28
3 C -0.27
4 O -0.43